14 unconnected molecules or ions with the total composition C50H139N11O14 in a non-equilibrium geometry, computed with wB97M-V/def2-TZVPD.

XYZ file:
```
214
Properties=species:S:1:pos:R:3:forces:R:3
C -4.546446 6.723751 -3.377553 -0.020 -1.155 0.621
C -4.939130 6.396850 -1.898151 0.672 -0.729 -1.206
C -3.731137 5.647896 -1.237748 -0.548 1.574 -0.894
O -3.246479 4.606155 -2.042560 0.647 -0.025 0.537
C -3.969575 3.426239 -1.923472 -1.382 -0.762 0.077
N -5.162799 7.622905 -1.209640 0.162 0.829 1.331
H -5.075628 7.560629 -3.830844 -0.209 -0.082 0.237
H -4.671090 5.821633 -3.978021 -0.216 0.105 -0.197
H -3.475083 6.921967 -3.429661 0.008 0.294 0.158
H -5.818665 5.757560 -1.785905 -0.139 -0.256 -0.653
H -3.969006 5.342743 -0.216685 0.076 -0.221 0.098
H -2.961786 6.421755 -1.247641 0.276 -0.150 0.411
H -3.871613 2.869383 -0.987770 0.372 0.389 0.426
H -3.713949 2.697059 -2.692297 0.206 0.437 -0.334
H -5.025900 3.689773 -2.012089 -0.232 -0.444 -0.172
H -5.296106 7.398577 -0.230555 0.041 0.285 0.268
H -6.023002 8.076588 -1.486124 -0.009 -0.031 -0.291
C 0.213539 5.488008 -3.195216 0.758 0.346 -0.564
C -0.277211 4.586615 -4.338801 0.863 0.039 1.162
C 0.911907 3.859160 -5.023706 -1.071 0.577 0.144
O 1.742908 4.868005 -5.512656 0.701 0.367 -0.584
C 2.944281 4.416408 -6.118228 -0.037 0.840 0.170
N -1.275048 3.702810 -3.810546 -1.810 -1.085 -0.762
H 0.754168 4.901681 -2.450385 -0.093 -0.092 0.121
H -0.621415 6.006435 -2.723325 -0.092 -0.117 0.016
H 0.903006 6.243212 -3.575787 0.032 0.087 0.079
H -0.754441 5.244912 -5.066057 -0.034 -0.213 -0.257
H 0.588139 3.263650 -5.880456 -0.295 -0.380 0.171
H 1.418093 3.230906 -4.285394 0.171 -0.193 0.079
H 3.420916 5.286375 -6.571186 0.032 0.199 0.350
H 2.832841 3.751346 -6.977010 -0.442 -0.556 0.316
H 3.593318 4.023467 -5.334306 0.202 -0.362 -0.235
H -1.117414 2.932381 -3.176706 1.185 0.151 -0.107
H -2.043770 4.197167 -3.373129 0.296 0.292 -0.348
C -1.893274 -3.338964 -5.026362 0.479 0.248 1.039
C -2.582561 -2.031042 -5.342880 -1.303 -0.213 -0.436
C -1.753170 -0.751659 -5.330210 1.477 -0.891 0.531
O -1.021324 -0.624229 -4.095909 -0.925 -0.364 -0.233
C -0.012924 0.334757 -4.169300 0.301 0.996 0.870
N -3.273726 -2.161852 -6.623564 -0.227 0.281 0.314
H -1.316927 -3.086013 -4.135006 0.364 -0.588 -0.002
H -1.261418 -3.792746 -5.791156 0.255 0.594 -0.233
H -2.582483 -4.142462 -4.766936 -0.338 0.314 0.054
H -3.393309 -1.907196 -4.621583 0.087 -0.036 0.305
H -2.322410 0.162004 -5.509271 -0.333 -0.081 -0.014
H -1.044550 -0.881533 -6.153306 0.281 0.297 -0.160
H 0.950250 -0.111198 -4.422925 -0.023 0.186 -0.752
H 0.176495 0.815705 -3.205220 -0.225 -0.591 0.616
H -0.337525 1.233310 -4.698343 0.286 -0.307 -0.948
H -3.711715 -1.262767 -6.778462 -0.152 -0.068 -0.705
H -2.609374 -2.370672 -7.357059 -0.007 0.221 -0.201
C -0.772416 1.775858 0.310712 -0.055 -0.357 -0.823
C -1.083703 0.314218 0.665890 -0.915 -0.496 0.026
C -0.297459 -0.741017 -0.101331 0.311 0.646 0.399
O 1.093358 -0.675482 0.183097 -0.914 0.361 -0.205
C 1.774694 -1.738055 -0.392805 1.645 -0.124 0.144
N -1.076450 0.158319 2.102173 1.513 0.572 1.228
H -0.644498 1.756664 -0.773423 0.334 0.466 -0.084
H 0.107561 2.195041 0.800404 0.367 -0.453 -0.164
H -1.516609 2.546556 0.513073 -0.582 -0.594 0.228
H -2.107286 0.035336 0.400336 -0.247 0.551 -0.503
H -0.528839 -0.569681 -1.156056 0.320 -0.215 -0.331
H -0.636316 -1.740679 0.180351 -0.314 -0.085 0.017
H 1.749913 -1.774712 -1.483865 -0.406 0.178 -0.121
H 1.541836 -2.726887 0.009919 -0.508 -0.035 0.117
H 2.815723 -1.554574 -0.121177 0.156 -0.227 -0.124
H -0.685778 -0.717175 2.433641 -0.396 -0.635 -0.355
H -0.303895 0.762102 2.364509 -0.125 0.400 0.647
C 1.030891 -5.726575 1.207289 -0.950 -1.237 -1.776
C 1.512159 -6.328825 2.503572 -0.142 -1.079 1.035
C 1.826589 -7.871536 2.505012 -0.857 0.721 -1.235
O 0.565970 -8.551411 2.329173 1.645 0.726 0.000
C 0.645125 -9.937350 2.093957 -0.782 -0.025 -0.053
N 2.680212 -5.582285 2.969954 0.007 -0.173 -0.158
H 0.332629 -4.889896 1.187192 -0.012 0.002 0.886
H 0.514058 -6.537204 0.686701 -0.461 0.019 0.039
H 1.751037 -5.458769 0.430323 0.871 -0.006 0.563
H 0.702253 -6.357053 3.235880 -0.128 0.910 0.114
H 2.312471 -8.220990 3.418055 -0.092 0.330 0.359
H 2.552406 -8.016789 1.699685 -0.163 -0.621 -0.412
H -0.405115 -10.173534 1.921809 0.153 -0.526 -0.161
H 0.993454 -10.535995 2.938325 0.137 0.244 0.298
H 1.244159 -10.219406 1.226237 0.046 0.249 -0.178
H 3.062550 -5.170827 2.127412 0.589 -0.087 -0.001
H 3.353166 -6.258931 3.305643 0.332 0.331 0.310
C -1.288302 0.296020 5.792994 0.861 -0.186 -0.252
C -1.256830 1.765754 5.440542 0.976 0.623 0.701
C -2.287291 2.573323 6.246626 1.160 -0.036 -1.017
O -2.123322 3.939806 5.880091 -1.106 1.044 -0.110
C -3.361423 4.680143 5.987777 0.441 -0.872 0.282
N 0.103671 2.269459 5.822031 -0.442 -0.844 0.127
H -0.595432 -0.204735 5.112751 -0.241 -0.232 -0.326
H -2.275203 -0.155087 5.698129 0.060 -0.068 0.239
H -0.764755 0.149328 6.738531 -0.705 -0.019 0.434
H -1.279118 1.830943 4.351228 -1.063 0.440 -0.061
H -1.952552 2.461452 7.280415 -0.429 -0.136 0.302
H -3.305461 2.221066 6.079271 0.015 -0.036 0.122
H -3.810604 4.498636 6.966058 -0.036 0.051 0.140
H -4.075412 4.333379 5.238525 -0.015 0.007 -0.169
H -3.217916 5.754469 5.883018 0.437 -0.134 -0.134
H 0.726982 1.960117 5.089327 0.388 0.345 0.138
H 0.172263 3.266117 5.968257 -0.241 0.068 -0.401
C -1.629851 5.197102 2.761183 1.122 1.110 0.354
C -1.105910 6.088261 1.598123 1.035 -1.267 0.313
C -0.034990 7.060614 2.157613 -1.616 0.710 -0.746
O 0.430773 8.032887 1.184611 -0.916 -1.394 0.455
C 1.270785 9.036453 1.709911 -0.633 -0.447 -0.006
N -0.415429 5.255669 0.589149 -0.560 0.276 -0.845
H -2.065328 5.869569 3.503461 -1.105 -0.092 -0.361
H -0.862553 4.816145 3.438628 0.503 -0.619 -0.691
H -2.257994 4.389921 2.388301 -0.216 0.144 0.283
H -2.025564 6.524192 1.203201 0.310 0.816 -0.180
H 0.761173 6.440047 2.570058 0.258 0.194 -0.008
H -0.604083 7.578451 2.933312 0.531 0.345 0.452
H 2.146954 8.552952 2.145081 0.432 0.419 -0.192
H 0.775825 9.621649 2.488700 -0.137 -0.022 0.175
H 1.433551 9.702476 0.863836 0.624 -0.045 0.175
H -0.118881 5.878236 -0.156400 0.787 0.523 0.263
H -1.099156 4.781167 0.006718 -0.449 -0.713 0.472
C 6.923445 -5.886234 -1.845865 1.098 0.405 -0.376
C 5.569309 -5.514871 -1.273197 1.278 -0.496 -0.116
C 5.698273 -4.265902 -0.342920 -0.066 -1.046 -1.234
O 4.583056 -4.195333 0.499425 -0.918 -0.131 0.366
C 4.702118 -3.194347 1.488925 -0.496 0.686 -0.233
N 4.657204 -5.459266 -2.449291 -0.452 0.914 1.939
H 7.332823 -5.065250 -2.440726 -0.117 0.394 0.064
H 6.894591 -6.687249 -2.585021 -0.382 -0.329 0.343
H 7.715306 -6.101886 -1.127720 -0.247 -0.192 0.245
H 5.295782 -6.294813 -0.559780 -0.536 -0.302 -0.338
H 5.764677 -3.391293 -0.995546 0.208 0.416 0.218
H 6.593059 -4.404948 0.267155 0.266 0.206 -0.115
H 3.735568 -2.888593 1.892476 -0.369 -0.550 -0.245
H 5.045189 -2.279138 1.002675 0.618 0.069 0.324
H 5.282176 -3.507428 2.358449 0.517 0.045 -0.232
H 5.131342 -5.115562 -3.274705 0.393 -0.002 0.044
H 4.082007 -4.677954 -2.153858 -0.882 -0.082 -0.646
C 2.489103 -2.937722 -7.190985 0.998 0.560 -0.002
C 2.925628 -4.367261 -6.929407 -1.470 -0.230 1.230
C 2.232432 -4.819492 -5.577716 1.190 0.040 -0.532
O 2.276127 -3.752281 -4.624038 0.555 -0.224 -1.031
C 1.665796 -4.046420 -3.389935 -0.263 0.083 -0.434
N 2.547804 -5.262548 -8.044296 -0.228 -0.074 0.721
H 1.413797 -2.769297 -7.124635 -0.110 -0.400 -0.171
H 2.857682 -2.653740 -8.177873 -0.157 0.246 -0.062
H 2.922449 -2.258964 -6.455883 0.090 0.029 -0.058
H 3.982202 -4.510608 -6.703784 0.195 0.547 -0.495
H 2.841594 -5.627019 -5.167058 -0.283 -0.390 0.014
H 1.227392 -5.189623 -5.792037 -0.309 0.189 0.179
H 1.630899 -5.122855 -3.216319 -0.184 -0.028 0.113
H 0.677585 -3.589215 -3.457939 -0.247 -0.312 0.601
H 2.234458 -3.584946 -2.582813 0.005 0.069 -0.065
H 2.709470 -4.802587 -8.931082 0.407 0.101 -0.024
H 1.538010 -5.344310 -8.025040 -0.189 -0.227 0.070
C 4.614681 0.983673 -0.301152 -0.574 0.457 -1.135
C 5.502438 0.687645 0.894817 -1.007 1.376 0.288
C 6.674681 1.628148 1.027044 0.796 -0.844 -0.760
O 7.607826 1.034914 1.929242 0.003 0.991 -0.490
C 8.804223 1.784196 2.174926 -0.217 -1.385 1.218
N 4.669333 0.820201 2.058789 -0.593 -1.273 1.516
H 3.927106 1.831572 -0.219850 1.012 1.125 0.677
H 3.719075 0.365775 -0.403748 0.776 -1.389 -0.232
H 5.157414 1.138159 -1.234760 -0.164 -0.416 -0.216
H 5.953216 -0.305246 0.886991 -0.228 -0.123 -0.159
H 6.391551 2.648346 1.290231 -0.052 0.044 0.155
H 7.097583 1.591946 0.018751 0.491 0.633 -0.102
H 9.297082 2.271529 1.334086 -0.396 -0.010 -0.244
H 9.454475 1.011245 2.588249 0.428 0.054 -0.362
H 8.697124 2.438425 3.042336 -0.379 0.608 -0.344
H 4.061339 1.628325 2.040614 0.264 0.333 -0.276
H 4.020410 0.042887 2.019063 -0.195 -0.119 0.441
C -5.717182 2.071440 3.181244 0.417 0.699 0.940
C -4.472278 1.182786 3.490189 -2.039 -0.539 -1.341
C -4.887583 0.078910 4.477303 -0.478 0.398 0.991
O -4.995253 0.625785 5.795392 1.355 0.923 -1.536
C -5.425881 -0.213595 6.786550 -0.202 0.167 1.417
N -4.087464 0.596423 2.207795 0.928 0.140 0.138
H -6.603672 1.543454 2.827669 0.252 -0.575 0.077
H -5.535125 2.829883 2.419246 0.464 -0.077 -0.007
H -6.023783 2.608309 4.081374 -0.093 0.013 0.104
H -3.602351 1.758720 3.804030 -0.245 0.117 0.376
H -4.266842 -0.818498 4.524862 0.561 0.188 -0.303
H -5.880093 -0.276099 4.184745 -0.198 -0.083 -0.244
H -5.066560 0.211799 7.726585 -0.425 0.391 0.137
H -4.953213 -1.195757 6.865513 -0.323 -0.407 -0.888
H -6.516939 -0.180918 6.753736 -0.130 -0.844 0.412
H -3.132461 0.304378 2.384988 0.258 -0.415 -0.647
H -4.633856 -0.206287 1.923240 -0.217 -0.090 0.200
C 2.529024 -1.460314 4.211416 0.599 -1.528 1.412
C 1.876082 -2.799773 4.648790 -0.222 1.431 -1.394
O 1.252603 -3.281738 3.467318 -0.383 -0.635 -0.285
H 3.475982 -1.658552 3.708140 -0.131 -0.034 -0.349
H 2.845383 -0.986663 5.142265 -0.394 0.920 -0.254
H 1.825211 -0.973263 3.539156 0.138 0.495 0.366
H 1.063901 -2.604452 5.349609 0.338 -0.157 0.446
H 2.596927 -3.554583 4.963548 -0.040 0.197 0.551
H 1.826844 -4.028813 3.233377 -0.250 -0.401 -0.224
C -3.800226 -3.432762 2.458932 -1.156 -1.511 0.606
C -2.286661 -3.423763 2.335444 0.078 1.468 -0.254
O -1.650519 -3.671809 3.559688 -0.864 -0.575 0.904
H -4.369843 -3.228612 1.552132 0.558 0.400 -0.272
H -4.270189 -2.870074 3.267228 0.755 0.813 -0.031
H -4.199207 -4.408096 2.752525 0.486 -0.526 -0.169
H -2.042277 -2.402852 2.026667 0.162 0.186 -0.232
H -1.915698 -4.060885 1.529997 -0.254 -0.391 0.004
H -0.687866 -3.645243 3.546901 0.346 0.184 -0.584
C -5.325619 -0.000030 -1.926499 0.158 -0.563 1.265
C -4.383838 -1.159728 -1.512971 -0.659 -0.071 -1.017
O -5.063452 -2.081316 -0.680802 0.001 -0.318 0.272
H -5.788824 0.358929 -1.005298 0.543 0.803 0.096
H -6.234631 -0.338259 -2.427499 0.400 -0.505 -0.624
H -4.818076 0.746245 -2.535168 -0.148 0.148 0.214
H -3.467928 -0.957188 -0.958677 -0.264 0.856 0.055
H -4.021352 -1.607706 -2.441971 -0.045 -0.453 -0.037
H -5.851990 -2.424013 -1.109576 0.013 0.079 -0.193
```
Forces are in eV/Å.

Properties
Net charge ... 0
E ... -99149.86531 eV
Frontier orbital gap ... 8.989 eV
HOMO energy ... -0.31287 Eh